Here is a molecular structure, C52H45IrN10OS4Se from the Open Molecules 2025 dataset. Energies are from wB97M-V/def2-TZVPD.

```
114
C52H45IrN10OS4Se (wB97M-V/def2-TZVPD)
S -1.0748 -0.2287 1.7210
N 1.7381 -1.0252 0.3092
H -3.0439 1.7706 0.2068
C 5.1082 2.3482 2.7208
N -3.4265 -4.8288 -0.1372
C -1.1773 -2.7436 -2.7842
Ir -1.7368 0.0408 -1.6624
H 5.2507 2.9872 -1.3283
C 4.2880 0.2111 1.9931
C 4.4162 -2.5031 -3.7827
C -1.9939 3.1339 -1.0457
H -5.6583 0.8590 -4.3674
N -4.8363 0.8142 -3.7895
H -6.1572 -0.1196 -1.0230
N -2.0000 -2.0659 -2.0190
C -4.8898 0.4420 -2.4950
H 1.7453 -0.4028 -3.8863
H 3.6323 3.8435 3.1740
C 1.4622 2.4153 -0.7727
C -2.7631 -2.7925 -1.1069
H -0.7365 5.5228 -5.0386
C -2.1004 0.7351 2.7991
C -1.5214 -2.0762 3.7271
N -6.0982 0.1552 -1.9864
H 3.3547 -1.5598 -5.3965
H 3.7389 4.9098 -0.9774
H -0.6202 -2.1674 -3.5145
H 6.3618 0.6701 2.2322
Se -4.3670 -3.5615 0.6096
C -1.2283 4.0526 -3.5380
H 5.1184 -3.0033 -4.4388
C -1.5976 -3.3777 4.2058
H -1.3847 -5.4595 3.7338
H -1.8961 -3.5582 5.2303
C 4.1937 2.8229 -1.1591
C -1.2684 1.7570 -4.3251
H -1.6313 -5.9850 -1.8348
C -1.5940 1.6209 3.7396
H -0.4944 3.8800 -6.8753
H 5.2843 -3.3176 -1.9957
H -4.5488 2.7572 4.9421
H -0.4876 -2.7154 0.5496
H 0.4014 2.2260 -0.6497
C -1.4447 4.9718 -2.4927
C -1.4010 2.6899 -3.2550
C -0.7427 3.5523 -5.8745
H -0.3031 -4.6071 -3.4227
N -1.4803 -0.1771 0.3501
C -1.1346 -1.8712 2.4070
H 2.4689 -3.1583 1.2617
H 2.8408 -4.5078 5.3212
H -3.0097 3.4451 0.8041
H -0.6503 -5.0558 1.4154
H -3.9465 0.9728 -4.2212
C -0.8796 4.4648 -4.8503
C 1.8995 -1.4715 4.1700
C -1.2950 -4.4426 3.3674
H 3.0201 -4.9581 2.9017
C 3.6886 1.5295 -1.1713
H -2.1195 3.0389 5.2611
C -1.7216 -4.9053 -1.8705
C 2.6565 -1.2069 -2.1178
C 2.7334 2.0096 2.5306
H 1.5989 -0.4856 4.5088
H 3.6920 -2.1446 -0.4875
C 2.5326 -1.0346 -3.4909
H -3.8160 -0.1515 1.8639
H 2.1108 -2.2909 6.1342
H -0.5245 1.7379 3.8603
C 2.4044 -2.9873 2.3297
C 2.9965 0.7149 2.1052
C -2.6441 -4.2390 -1.0192
C -2.4403 2.6675 0.2955
H 5.9434 2.9946 2.9640
H -1.5721 2.4236 0.9123
H 4.3447 0.6837 -1.3418
H -6.9473 0.2268 -2.5200
C 5.3477 1.0418 2.3047
N -3.6504 -2.2424 -0.3103
C -0.8886 -4.2163 2.0572
C 3.8109 2.8299 2.8371
H -2.0452 5.2085 -0.4659
C 3.6337 -2.0218 -1.5602
C 4.5151 -2.6774 -2.4090
O -3.8852 0.3859 -1.7564
H -0.8702 1.4781 -6.4201
C 2.0094 -1.7489 2.8108
C 2.7015 -3.9832 3.2483
C -1.0004 -4.1483 -2.7340
C -1.8393 4.5181 -1.2729
H -1.3195 6.0330 -2.6807
C -0.9449 2.2040 -5.6187
C 3.4254 -1.6896 -4.3237
N 0.3972 0.3768 2.1124
C -4.3471 1.2709 3.4072
S 1.6828 -0.4000 1.7215
N 0.2618 -0.1014 -1.7572
H 1.3249 4.5454 -0.5840
C 2.5969 -3.7286 4.6093
C -0.8055 -2.9235 1.5662
H 1.7099 2.3489 2.6204
C -2.4897 2.3474 4.5151
H -1.7620 -1.2380 4.3693
C 3.3420 3.9017 -0.9569
C -3.8563 2.1760 4.3455
C 2.3249 1.3490 -0.9839
N -1.7420 2.2466 -2.0177
H -5.4153 1.1285 3.2960
H 4.4568 -0.8165 1.6853
C 2.1914 -2.4791 5.0711
S -1.5579 0.1207 -4.0746
C -3.4675 0.5458 2.6206
C 1.9813 3.6987 -0.7500
S 1.5539 -0.2529 -1.1146
```

Computed properties:
Spin multiplicity   2
Lowest unoccupied orbital energy (alpha / beta)   -0.28850 / -0.35753 Eh
Molecular weight   1225.45 g mol⁻¹
Total charge   +3
E   -183102.323 eV

---

Here is a molecular structure, C40H86BNNbO15 from the Open Molecules 2025 dataset. Energies are from wB97M-V/def2-TZVPD.

```
144
C40H86BNNbO15 (wB97M-V/def2-TZVPD)
H 0.8653 5.1379 -9.6561
H 5.7035 5.9666 -7.0410
C 1.6292 7.1460 -9.5889
C 3.7027 -2.5597 3.8370
H -7.1973 4.5075 1.6385
H -0.3095 7.3874 -10.4758
C -3.4311 -1.0905 4.4186
C 4.1635 -1.6346 8.6188
C -6.7625 -5.0756 3.7556
H 4.7571 0.2736 9.3988
C 1.7327 3.6298 -6.3005
H 2.3085 -0.7513 -0.8365
O 4.6208 -0.8086 -1.5227
H 6.1458 6.2240 -5.3485
H -3.9245 3.7553 3.4327
C 0.3522 7.9264 -9.7961
H 2.0711 -1.5317 5.8936
C -6.7327 -7.1041 5.3286
H 3.6966 -6.6309 -0.0136
H -5.4755 -0.6028 3.9818
O 2.7087 7.6156 -9.8683
H -5.7218 -7.3811 5.0246
H -0.0257 2.1504 -4.7088
C 5.3457 5.8923 -6.0126
H -4.4721 -2.8709 5.0286
H 5.3310 -6.5445 0.6849
H -4.7502 0.3279 5.3169
C -4.7610 4.3506 3.0760
H -2.3560 1.4770 -1.1154
H -2.7193 -2.8987 5.2983
H -2.1281 4.2204 -2.1422
H -6.8821 -7.3730 6.3710
H 0.6452 -8.0421 3.0898
O 4.3523 -2.1613 7.5492
H -4.3088 0.6788 3.6343
C -2.0652 0.5090 -0.6845
C -7.2987 4.2114 2.6836
H -3.1057 5.6200 -2.6051
H -3.7691 -1.9487 6.3641
H 0.4448 -1.4052 1.1539
H 3.9679 -3.3723 3.1642
H 7.4958 -1.7407 -2.1043
C -2.5224 4.7816 -2.9910
C 4.4146 -5.9894 0.4995
H 2.4641 5.3108 -8.9067
O -6.2406 -3.0727 -0.0777
C 1.4996 -0.3660 -1.4636
H 0.5882 -1.4255 4.9003
H 0.7039 3.7217 -6.6533
O 3.0654 6.2938 -5.4881
C -4.5690 -0.1081 4.3320
H 1.1925 1.1090 -3.9707
C 2.8903 -1.8585 9.3992
H -5.1881 0.5829 -0.9240
C -0.8432 0.0976 -1.4266
H -0.7239 -9.1471 3.3569
C 1.0241 2.0817 -4.4215
H 4.0302 -1.9951 -3.6502
H 0.7018 -2.3024 -0.3469
H 1.0156 5.8246 -8.0247
O 1.4531 -3.2231 3.3996
H 0.0802 5.6926 -2.3370
H -8.1344 3.5240 2.7829
H 6.0521 -0.6364 8.5889
H 3.9737 -5.6827 1.4496
O 5.8403 -4.5268 -0.7185
C 2.2026 -2.4736 3.9771
C 4.7148 -4.7727 -0.3453
N 0.2999 -0.2517 -0.6399
O -6.2419 -2.7071 -2.3989
B -5.6746 -2.4012 -1.1718
H 3.0776 -3.5061 0.2134
H 3.3466 8.7466 -5.9425
H 4.6110 8.3873 -7.1387
H 5.4095 -1.2428 -4.4714
C 5.1049 -1.8364 -3.6079
H -5.7510 -5.2810 3.4014
H 2.3776 -0.9089 9.5609
H 4.0961 -1.6221 3.4413
H 2.4191 3.7225 -7.1400
C -0.3854 6.2040 -3.1812
H -5.5298 -2.7649 -3.0420
H 7.0524 -0.2971 -1.1646
H 1.7848 0.6091 -1.8549
C 0.1064 -1.5044 0.1168
H -4.5742 4.6511 2.0439
H -6.9271 -4.0011 3.7535
O -1.8208 -7.4590 4.8486
H -3.1637 4.1311 -3.5793
H 4.1440 -2.7384 4.8198
H -3.9618 -0.7306 -2.7545
C -1.3885 5.2895 -3.8471
H 5.5003 -1.1075 10.2125
H -0.8855 7.0979 -2.8035
C 3.5489 -3.8890 -0.6944
O -7.2187 -4.9051 6.0884
H -0.9341 -1.8186 0.1080
H -4.8544 5.2523 3.6845
C 4.2919 8.2357 -6.1061
H -1.1213 -5.4336 2.6129
Nb -3.9417 -0.7985 -0.9081
O -2.4098 -0.9382 3.7885
H -0.7478 -7.9892 2.0059
C -6.0316 3.5353 3.1540
H 2.8019 -4.4538 -1.2555
C -1.0991 -7.1206 3.9382
H 0.5830 8.9036 -10.2127
H 7.3008 -0.1816 -2.9230
H 1.2287 2.8655 -3.6876
H -7.4828 -5.5405 3.0810
O -1.2753 4.9726 -5.0065
C -0.8024 -5.6793 3.6273
C -6.9353 -5.6160 5.1539
C -3.6077 -2.2801 5.3368
C 1.6755 -1.3895 4.8853
O -0.7476 0.1167 -2.6658
H 1.9996 -0.4117 4.5246
H 5.0523 8.6565 -5.4458
H -1.3246 -5.0383 4.3264
H 0.3819 6.4887 -3.8982
H -1.8390 0.6216 0.3783
C 1.4818 5.7638 -9.0094
H 5.0952 4.8579 -5.7907
H 3.9000 -3.0536 -1.2892
C 4.1255 6.7614 -5.8299
O 2.7237 1.4808 -5.9998
C 1.9152 2.2984 -5.6177
H 5.6219 -2.7975 -3.6455
C 6.9251 -0.8107 -2.1141
H 1.3582 -1.0772 -2.2894
H -4.2559 -0.8797 0.9232
H -7.4894 5.1078 3.2771
C 5.1879 -0.7167 9.2428
H -0.1681 8.0475 -8.8447
H -2.8748 -2.3154 -0.8694
H 3.1194 -2.2908 10.3746
H 0.2673 -5.4811 3.7019
H 1.9362 4.4346 -5.5963
C 5.4633 -1.1174 -2.3314
C -0.4399 -8.1461 3.0409
H -5.7070 -3.8446 0.1257
O -6.0299 2.4011 3.5604
H 2.2378 -2.5319 8.8499
H -7.4397 -7.6539 4.7045
```

Computed properties:
Spin multiplicity   1
Lowest unoccupied orbital energy   0.06640 Eh
Molecular weight   924.84 g mol⁻¹
Total charge   -1
E   -77300.286 eV

---

Here is 2 unconnected molecules or ions with the total composition HI5Si2 from the Open Molecules 2025 dataset. Energies are from wB97M-V/def2-TZVPD.

```
8
HI5Si2 (wB97M-V/def2-TZVPD)
I 2.4814 0.1227 1.5468
I -0.8910 1.5300 2.9648
H 1.0082 3.2415 0.8409
I -2.9312 -1.0615 -2.2850
I 0.7982 -1.8407 -3.1870
Si -0.6961 -1.0334 -1.4124
I -0.4359 -2.6535 0.4837
Si 0.6664 1.6948 1.0482
```

Computed properties:
Spin multiplicity   1
Lowest unoccupied orbital energy (alpha / beta)   -0.07789 / -0.09318 Eh
Molecular weight   691.70 g mol⁻¹
Total charge   0
E   -56277.079 eV

---

Here is a molecular structure, C27H39F3IrN2O5Si2 from the Open Molecules 2025 dataset. Energies are from wB97M-V/def2-TZVPD.

```
79
C27H39F3IrN2O5Si2 (wB97M-V/def2-TZVPD)
C 2.6519 -0.5739 -2.7819
H -3.1816 2.3707 -1.5728
H 3.2517 2.2353 -2.3274
H 1.6844 -2.3696 2.5759
C 4.7251 1.7788 1.8297
H 2.2192 -1.5731 -2.9128
H -2.2226 -0.2852 3.1944
C 0.7979 1.4077 -4.7823
H 3.2362 -1.3881 -0.3437
C 0.9451 -2.2813 1.7771
C -3.0852 -1.4370 -2.6638
F -1.8715 -4.7974 -1.7354
H -3.0000 0.7433 -4.7806
O -2.0942 -2.5846 0.6205
C -1.0933 3.0023 3.1063
H -2.9849 -1.8551 3.4765
H 3.8615 2.1955 2.3325
H -0.0664 3.3370 3.2160
H -1.8988 1.5159 -6.8303
C 0.2009 0.9399 -3.6022
H 5.5702 1.7517 2.5169
Si -2.1967 0.1041 -2.0872
H 0.5446 1.9661 -6.8408
C -0.7142 2.7317 0.6999
C -3.5581 1.3833 -1.8676
H 5.3554 -1.4095 0.8980
C 0.0573 1.6156 -5.9370
F -2.0069 -5.1886 0.3930
N 4.4168 0.4218 1.3958
H 3.0250 -0.2310 -3.7515
F -0.0662 -4.9668 -0.5384
C -1.3565 -2.9887 -0.2747
H -2.1080 -1.0344 4.7970
O 1.5173 -1.7237 0.6195
C -2.1282 -1.2239 3.7237
H 4.9788 2.4182 0.9806
H 6.4257 -0.1175 1.4125
H 0.3035 3.0953 0.8048
C -1.9257 0.9233 -4.7668
C -0.2200 -1.4351 2.2597
Si 1.3587 0.6283 -2.1364
C -3.2527 2.5163 4.0581
C 2.2658 2.2569 -1.8461
C -3.7145 2.1095 2.8046
H 0.4024 -3.3775 4.1071
H -0.9680 -4.0067 3.1636
C -2.8842 2.1574 1.7049
H 3.4392 -2.0655 1.2712
C 5.5284 -0.3390 0.8390
C -1.9319 2.9518 4.1988
H 0.5758 -3.2818 1.5444
H -4.0915 1.4956 -2.8192
Ir -0.2530 -0.1568 -0.4874
H 2.4153 2.4473 -0.7735
N -0.8897 -1.8917 3.3138
H -1.5673 3.2563 5.1722
H -4.7310 1.7458 2.6970
C -1.5489 2.6265 1.8166
H -3.9120 2.4838 4.9183
C 2.8740 -1.3438 0.6825
H -3.2349 1.8206 0.7340
H -4.2817 1.0514 -1.1119
C -0.6461 -3.2256 3.8582
C 3.1141 0.0682 1.2277
H -2.3734 -2.2193 -2.9447
O -0.5539 -2.3655 -1.0487
H -3.7103 -1.2030 -3.5319
H 5.7157 -0.0761 -0.2056
H 3.5101 -0.6610 -2.1012
H -3.7287 -1.8353 -1.8689
O -0.5096 -0.3652 1.7066
H -1.2220 -3.3264 4.7729
C -1.1959 0.7029 -3.5879
C -1.3350 -4.5114 -0.5437
H -1.0916 2.5694 -0.3115
H 1.8683 1.6170 -4.8004
C -1.3120 1.3654 -5.9306
H 1.6942 3.0930 -2.2586
O 2.1880 0.8153 1.4834
```

Computed properties:
Spin multiplicity   6
Lowest unoccupied orbital energy (alpha / beta)   0.01051 / -0.05054 Eh
Molecular weight   777.00 g mol⁻¹
Total charge   0
E   -68593.403 eV

---

Here is a molecular structure, C6H9AlF5O2 from the Open Molecules 2025 dataset. Energies are from wB97M-V/def2-TZVPD.

```
23
C6H9AlF5O2 (wB97M-V/def2-TZVPD)
F -0.3163 3.5278 0.3139
H 3.0016 -1.2478 -0.9545
C -1.2926 -0.3382 -1.5468
C 1.1494 -0.2586 -0.2422
H 1.5233 -2.4562 -0.8804
F -0.2076 4.3428 3.0883
C -0.9896 -1.9644 0.1916
F 0.8064 1.7462 2.2995
H -0.6901 -2.4351 1.1806
Al 0.6280 3.4445 1.8106
H -1.1727 0.6212 -2.1511
F 1.4218 0.7092 -1.2884
H 2.4194 -1.8876 0.6525
H 1.4856 0.2404 0.7374
C 2.0564 -1.5809 -0.3881
C -2.7347 -0.6076 -0.8475
H -0.6687 -2.7221 -0.5983
F 2.2297 4.1513 1.5397
O -3.7889 0.0321 -0.9297
H -0.8243 0.2947 0.4654
O -2.4288 -1.7748 -0.0584
H -1.1846 -1.3040 -2.1719
C -0.4227 -0.5328 -0.2222
```

Computed properties:
Spin multiplicity   1
Lowest unoccupied orbital energy   0.10410 Eh
Molecular weight   235.11 g mol⁻¹
Total charge   -1
E   -30656.850 eV